108
Properties=species:S:1:pos:R:3:mulliken_charge:R:1 method="wB97M-V/def2-TZVPD" lumo_ha=0.0209 homo_ev=-8.369 total_charge=0 mol_weight_da=562.87 energy_ev=-49528.3542
H 4.60654 4.44774 -0.56562 0.402
C -0.85581 4.33163 -2.91804 -0.240
H -5.44901 -2.56313 2.89834 0.480
H -1.05587 -0.78580 3.62144 0.034
H 3.77630 2.33821 -5.86717 0.485
H -0.15182 -5.33971 -0.22891 0.449
H -1.21828 3.96698 -4.99076 0.316
H -3.82160 -3.48178 6.46261 0.475
H 6.07316 4.60660 -2.56899 0.436
C -2.74585 -3.62349 6.33151 -2.051
C -3.95822 -3.16177 -1.81396 -0.134
H -1.94914 1.01701 -1.00390 0.578
H -0.57397 -3.64838 -0.44186 -0.185
H -1.53030 -0.73820 -0.69009 -0.715
H 5.06145 0.49639 -4.44887 0.525
H 1.96857 -0.82367 1.20229 0.201
C 3.28371 2.95499 -1.32066 1.632
H -0.37145 5.46418 -4.67240 0.399
H 4.65707 1.28982 -0.81281 0.361
C -1.82146 3.03514 1.70246 0.878
H 2.86136 -2.29176 1.44078 0.517
C 4.44930 0.71192 -3.57136 -1.682
H 2.87143 -2.66239 -1.07236 0.426
C 3.09347 2.20145 -5.02120 -2.010
C -4.66672 -2.51346 2.14325 -2.073
H -4.85140 -1.66566 1.48019 0.365
H -2.28547 -3.25259 7.24876 0.418
H 1.11657 1.84198 -2.65586 -0.033
H 0.54975 0.18314 -0.04577 -0.438
C -2.18789 -1.39792 5.37964 -1.482
H 3.44475 -1.01155 -0.61469 0.049
H 2.55086 1.27993 -5.24768 0.319
C -2.00848 -0.56601 4.11724 0.172
H 2.21959 3.77150 0.38860 0.546
H -0.29411 -3.57462 5.71367 0.477
C 2.01435 3.50034 -0.64803 -1.551
H -1.85184 4.65356 3.06381 0.410
C 2.10636 -1.82937 0.79661 -0.809
C 4.22130 4.12789 -1.53919 -1.102
H -0.25236 -2.69775 4.20108 0.314
H -1.82077 4.84145 -2.78096 0.456
C 3.87277 2.12688 -3.70845 1.589
C 2.59885 -1.70190 -0.63770 -0.118
H 6.00826 2.99322 -1.86847 0.319
O -3.28738 -2.27661 -2.67562 -0.533
H 1.66128 4.39134 -1.17241 0.138
H -0.18017 4.93158 -2.28849 0.195
H -0.02354 2.60067 1.06072 0.191
H -2.34720 -2.49796 -2.63758 0.389
O -0.68357 -3.42667 -2.90518 -0.586
H 3.70432 4.98223 -1.97978 0.387
C -3.19901 -0.85123 3.19339 -1.621
H -4.70094 -3.41090 1.52403 0.340
H -3.14326 -0.20968 2.31392 0.382
H 0.71798 -4.88482 -2.38201 0.323
H 3.64914 -0.01554 -3.46094 0.207
H 4.74596 4.03739 -4.40161 0.419
H -3.53353 -3.17559 -0.80120 -0.210
H -0.67462 0.21525 -1.91517 0.066
H 1.18672 2.79043 -0.65303 -0.057
C -0.75598 -4.65043 -0.82847 -0.370
C -1.17402 0.25988 -0.94430 -0.016
H 1.71934 -0.24684 -1.74627 0.224
O -0.86496 2.97721 -2.51474 -0.396
H -2.58729 -4.69771 6.23765 0.376
H 4.35046 2.40674 0.46784 0.444
O 1.96580 1.38876 -2.53338 -0.107
C 5.41908 3.75291 -2.39438 -0.778
H -1.29575 2.90083 -1.65805 0.115
C -2.25056 -2.89311 5.08979 1.771
C -0.44470 4.41946 -4.36999 -0.556
H 1.20008 -2.42706 0.88469 -0.070
C -0.35279 -4.68328 -2.29747 -0.564
C -2.21403 3.62451 3.04193 -1.483
H 0.03242 -2.83239 -2.64670 0.254
O 1.55815 -1.16049 -1.45709 -0.093
H 5.84308 2.67103 -4.17607 0.372
H 5.10075 0.61894 -2.69899 0.362
N -3.23076 -3.11211 4.02989 0.224
O -0.25389 0.70902 0.04773 0.833
H -0.82895 -4.36658 4.24750 0.289
H -4.98318 -2.81084 -1.67382 0.291
H -3.99513 -4.17438 -2.23046 0.294
C -2.19479 -2.68648 1.82183 -0.421
H -1.24134 -2.75869 2.34370 -0.075
H -2.03987 -2.02882 0.96378 -0.660
O -3.49546 -4.47458 3.80682 -0.477
H -1.94623 1.95001 1.69935 -0.407
H -1.79844 3.06456 3.87374 0.305
H 0.52101 3.93521 -4.51001 -0.253
C -0.83788 -3.41150 4.78037 -1.637
H -1.78739 -4.97073 -0.69183 0.274
H -3.30123 3.69306 3.15215 0.384
H -2.69758 -4.86483 3.41600 0.354
C 4.97402 3.18859 -3.75681 -1.122
H -1.41089 -1.17427 6.11543 0.452
C 3.86930 1.90507 -0.37752 -1.613
H -3.13078 -1.09913 5.85389 0.314
H -0.88818 -5.45497 -2.84645 0.311
H -2.38406 3.50860 0.89356 0.176
H -1.94965 0.50201 4.34329 0.130
H 2.38682 3.02936 -5.03530 0.279
H 3.07453 1.27194 0.01694 0.045
O -0.39715 3.27808 1.63743 -0.596
N 2.90461 2.44760 -2.64177 0.340
H -4.07555 -0.57325 3.78885 0.319
H -2.38646 -3.68346 1.40960 0.393
C -3.30068 -2.31843 2.81054 2.335



113
Properties=species:S:1:pos:R:3:mulliken_charge:R:1 method="wB97M-V/def2-TZVPD" lumo_ha=-0.0658 homo_ev=-7.759 total_charge=0 mol_weight_da=647.88 energy_ev=-64214.6263
C -4.07750 3.79034 1.55468 0.438
H -2.72863 3.71686 3.28057 0.290
H -0.53339 3.67719 -4.15946 0.288
C 4.85658 -3.93546 1.79461 -0.865
H 3.17682 -5.02820 2.55104 0.366
H 6.05401 -0.97690 1.08515 0.139
N -1.53609 -5.76406 0.51359 0.349
H 2.73024 -4.56429 0.29210 0.252
H -4.77251 4.54744 1.17403 0.382
H -3.89115 -5.76618 -0.61091 0.283
C -4.26078 0.83323 -2.83455 -0.561
H -1.60188 7.63750 -2.99743 0.343
H 7.92823 2.67823 1.29753 0.280
H 8.54799 1.00711 1.51368 0.333
H 5.11459 -4.82553 1.21037 0.369
H 5.81003 -1.75502 2.66024 0.294
C -0.09710 4.60403 -3.77545 -1.380
O 5.19747 -2.82569 0.96827 -0.436
P -0.97961 -6.28656 2.11048 0.201
H 8.84794 3.56718 3.02531 0.277
H -0.69738 -0.67877 -0.65463 0.323
H -2.66790 -3.72382 2.09004 0.264
H -3.45613 -2.17591 -3.81001 0.218
O -3.43960 -0.22317 -3.30505 -0.329
H 1.81186 7.04826 -2.98710 0.298
H 7.75129 2.12994 5.48213 0.413
H 9.31866 3.73392 4.70728 0.351
H -2.69021 1.56616 3.32546 0.311
H -3.31638 5.32089 2.88026 0.384
H -4.99565 -1.60398 -3.18951 0.417
H -3.14189 0.18715 -5.68462 0.325
H 2.81433 -2.97818 0.50994 0.271
C -1.42995 -6.67504 -0.48620 -0.192
C -5.82317 -0.23645 -5.45533 -1.428
H -3.26048 3.50534 -0.29134 0.167
H -5.34109 2.31659 0.63372 0.313
N -3.52149 -0.63979 -6.14769 -0.747
C -3.60260 4.26608 2.92445 -1.538
H -2.37979 2.90429 0.90604 0.286
C -2.62394 -7.02994 -2.96646 0.182
C 8.94253 3.02222 3.96670 -1.402
C 5.37522 -1.60417 1.66803 -0.474
H 6.39391 0.67299 4.20614 0.333
C -3.61452 1.03522 3.08968 -0.789
C -1.19762 5.54888 -3.30205 0.203
H -4.39610 4.16936 3.67128 0.363
C -3.12461 -5.05860 -1.11397 -0.623
H 0.46357 -4.74174 1.84459 0.165
N -1.80389 5.00123 -2.08142 -0.491
H -0.68966 -2.16494 1.35471 0.130
H -0.99422 -7.74434 -0.41251 0.341
C 3.35872 -4.02321 2.15410 0.380
H -3.67120 -3.05170 0.69353 0.286
H 5.48766 -3.95995 2.69084 0.445
O 0.03184 7.20475 -1.89828 -0.383
C -0.71609 7.00034 -3.09391 -0.691
H -2.60135 5.58083 -1.82419 0.260
C -4.61033 -1.14975 -5.30453 0.249
H 5.72346 3.08591 4.78183 0.279
H 2.83886 -2.01189 2.85244 0.294
H 9.70201 2.24546 3.83841 0.343
N 0.29039 -5.43885 2.59423 -0.490
H -1.24599 -4.05328 -0.63621 0.015
H -1.60381 -2.09790 -1.42769 0.140
C 7.20443 1.15956 3.65239 -0.660
N -2.92583 3.72678 0.64558 -0.562
C -1.73644 -1.96489 0.89963 0.342
O 6.67615 1.41952 2.35426 -0.360
H 1.95299 -3.30973 3.63471 0.362
H -6.59620 -0.48502 -4.72226 0.346
C -4.83889 2.44888 1.59826 -0.870
H 4.42397 -1.07410 1.74392 0.232
H -4.90134 -2.13657 -5.68152 0.465
C -4.15594 -1.33326 -3.84112 -0.518
H -5.62815 2.45770 2.35940 0.450
H -1.96391 5.56900 -4.08541 0.384
H -2.06531 -6.22731 3.06531 0.130
H -6.26168 -0.35136 -6.45075 0.355
H -2.74973 -1.30452 -6.12178 0.291
H -2.22093 -1.14483 1.57603 -0.324
H -3.40793 -0.03533 3.17173 0.210
C 1.40094 6.84828 -1.99348 -0.636
C 7.61943 2.42364 4.43460 0.286
H 7.21876 1.34663 0.38852 0.281
H -1.14165 5.15324 -1.31945 0.274
H 6.34156 3.59415 3.39288 0.329
H -0.16254 7.36982 -3.96539 0.420
H -3.66424 -4.30616 -1.79073 0.211
H -3.70601 1.37314 -2.06196 0.100
C -1.65094 -1.33482 -0.57639 -0.666
O -3.88032 -7.31204 -2.91054 -0.633
H -4.39792 1.29202 3.80818 0.331
H 3.64217 -3.02490 4.06348 0.359
C -2.11622 -4.48793 0.00013 0.336
H -1.34656 -5.31149 -2.39695 0.300
C -2.02703 -6.04165 -1.82974 0.099
H -4.46619 1.53772 -3.64266 0.229
H -0.53083 -7.66100 1.96780 0.085
H 1.95582 7.44364 -1.26362 0.258
H -5.19498 0.46772 -2.39841 0.328
H -2.54026 -0.63180 -0.82296 0.053
H 0.48728 5.05433 -4.58312 0.355
C 7.65825 1.62192 1.35106 -0.770
C -2.58505 -3.32812 1.00242 -0.662
O -4.00273 1.30466 1.75256 -0.172
H 8.02315 0.43193 3.59910 0.435
N 2.50882 -3.83680 0.97060 -0.511
N 6.58016 3.45968 4.37636 -0.735
C 2.93161 -3.03182 3.23196 -1.438
H -5.57086 0.81989 -5.34187 0.271
H 0.58812 4.32147 -2.97366 0.282
O -1.76822 -7.53716 -3.95202 -0.705
H 1.53480 5.79754 -1.72904 0.220